C4H5AgO2 as an isolated structure, computed with ωB97M-V/def2-TZVPD.

Geometry as XYZ:
```
12
Properties=species:S:1:pos:R:3:forces:R:3:nbo_charge:R:1
C 1.68084 0.57548 -0.99512 0.562 -0.376 1.223 0.695
H -1.70175 -0.19077 1.93131 0.149 0.078 -0.276 0.194
C -0.09078 -0.23780 0.53813 0.031 0.054 0.085 -0.093
H 0.54025 -0.97280 1.04294 -0.161 0.401 -0.022 0.214
C 0.47319 0.61315 -0.41227 -0.438 -0.652 -2.661 -0.456
O 2.78963 0.90782 -1.23116 0.721 0.290 -0.403 -0.663
C -1.55188 -0.23650 0.83841 -0.362 0.089 0.080 -0.120
H -2.03647 0.64846 0.39424 0.166 -0.178 0.088 0.175
Ag 5.02993 1.03681 -1.76677 -0.337 -0.032 0.045 0.990
O -2.12790 -1.43455 0.32632 0.229 0.033 -0.043 -0.712
H -2.97025 -1.58957 0.76402 -0.027 0.005 0.009 0.482
H -0.03481 0.88027 -1.43007 -0.535 0.290 1.875 0.293
```
Positions in Å, forces in eV/Å.

Calculated values
Expectation value of S² = 0.785
LUMO energy (spin up / spin down) = -0.2308 / -0.2307 hartree
2S+1 = 2
Electronic energy = -452.45130 hartree
HOMO energy (spin up / spin down) = -0.406 / -0.484 Eh
HOMO-LUMO gap (spin up / spin down) = 4.76 / 6.90 eV
Relative energy (zero: lowest compared OMol25 entry of this formula, charge and spin) = 0.000 eV
Net charge = +1

C4H5AgO5 as an isolated structure, computed with ωB97M-V/def2-TZVPD.

Geometry as XYZ:
```
15
Properties=species:S:1:pos:R:3:forces:R:3:nbo_charge:R:1
O 0.05077 -0.14434 -1.73391 0.744 3.073 0.341 -0.623
C 0.90784 0.91922 -0.80410 3.441 -1.490 -0.322 0.235
O -0.50733 -1.91220 0.71606 0.272 0.552 1.028 -0.569
C -1.22963 0.34393 -1.58687 1.747 2.015 4.235 0.938
C -0.27119 -1.08610 1.57161 -0.616 -0.336 -0.687 0.441
O -1.23033 1.46094 -1.02494 -2.573 -1.074 -2.119 -0.653
C 0.64673 0.09350 1.42101 -0.098 0.393 0.558 -0.186
H -0.80328 -1.12439 2.54363 0.200 -0.061 -0.024 0.128
H 0.73736 1.94194 -0.44211 -1.482 -0.706 -0.325 0.222
H 0.03884 1.00473 1.58105 0.089 -0.215 -0.138 0.218
Ag -0.73389 -2.18087 -1.69737 -0.124 -1.495 -0.490 0.515
H 1.35059 0.05502 2.26815 -0.061 -0.015 -0.214 0.221
O -2.08566 -0.57663 -1.55962 -1.185 -0.156 -1.140 -0.581
H 1.74910 1.07455 -1.48742 -0.190 -0.575 -0.095 0.191
O 1.38008 0.13071 0.23482 -0.164 0.090 -0.611 -0.496
```
Positions in Å, forces in eV/Å.

Calculated values
Expectation value of S² = 2.006
LUMO energy (spin up / spin down) = 0.0124 / -0.1200 hartree
2S+1 = 3
Electronic energy = -678.35077 hartree
HOMO energy (spin up / spin down) = -0.226 / -0.384 Eh
HOMO-LUMO gap (spin up / spin down) = 6.49 / 7.18 eV
Relative energy (zero: lowest compared OMol25 entry of this formula, charge and spin) = 2.772 eV
Net charge = 0

C4H5BO2 as an isolated structure, computed with ωB97M-V/def2-TZVPD.

Geometry as XYZ:
```
12
Properties=species:S:1:pos:R:3:forces:R:3:nbo_charge:R:1
H -0.35325 -0.90405 -3.16642 0.271 0.121 1.214 0.537
O -1.35835 -1.72128 -0.46839 -1.566 -1.910 -1.122 -0.519
O 0.29208 -0.43220 -2.60379 0.578 0.731 -0.625 -0.904
C 1.15849 1.14165 0.14074 -1.142 -3.567 -4.704 -0.385
H -1.42924 0.48696 1.21106 0.001 -0.509 0.394 0.237
H 2.03881 1.70077 -0.01532 0.524 0.928 0.186 0.203
C 0.63548 0.65717 1.23342 -1.435 -0.438 0.173 -0.216
H 0.91792 1.18423 2.10065 0.234 -0.066 1.665 0.202
H -0.82293 -0.99944 1.94539 0.343 -0.429 0.192 0.243
B 0.25762 -0.09336 -1.32243 0.530 1.875 2.508 0.878
C -0.71846 -0.74369 -0.23377 1.130 -0.122 0.787 0.256
C -0.61816 -0.27677 1.17885 0.533 3.386 -0.667 -0.533
```
Positions in Å, forces in eV/Å.

Calculated values
LUMO energy = 0.0018 hartree
Electronic energy = -330.67817 hartree
HOMO energy = -0.310 Eh
HOMO-LUMO gap = 8.49 eV
Relative energy (zero: lowest compared OMol25 entry of this formula, charge and spin) = 2.035 eV
Net charge = 0

C4H5BaLiO2 as an isolated structure, computed with ωB97M-V/def2-TZVPD.

Geometry as XYZ:
```
13
Properties=species:S:1:pos:R:3:forces:R:3:nbo_charge:R:1
C 0.39251 -0.85583 0.71560 0.963 -0.358 -0.180 -0.476
C -0.44993 -1.22193 -0.51415 0.466 0.067 0.014 -0.594
H -1.29143 -1.92467 -0.42191 0.136 0.094 0.382 0.263
H 1.29384 0.93272 -0.76986 -0.390 -1.941 2.868 0.062
Li 0.20742 2.65108 2.30886 0.869 -0.925 -0.681 0.969
H 0.20730 -1.72898 -1.24359 -0.365 0.575 -0.244 0.267
O 1.25986 1.37558 1.31533 -0.952 0.460 0.974 -0.962
C 0.77795 0.59115 0.40159 1.942 1.503 -1.735 0.430
C -1.07268 0.10017 -0.92556 1.108 1.613 2.294 0.089
Ba -1.86481 1.34326 -3.36235 -0.004 -0.081 0.261 1.061
H -0.19768 -0.84059 1.64454 0.241 0.083 -0.253 0.220
H 1.30267 -1.44824 0.87637 -0.457 -0.119 -0.144 0.242
O -0.56502 1.02627 -0.02486 -3.555 -0.971 -3.557 -0.571
```
Positions in Å, forces in eV/Å.

Calculated values
Expectation value of S² = 0.752
LUMO energy (spin up / spin down) = -0.1383 / -0.1285 hartree
2S+1 = 2
Electronic energy = -338.56259 hartree
HOMO energy (spin up / spin down) = -0.301 / -0.423 Eh
HOMO-LUMO gap (spin up / spin down) = 4.44 / 8.01 eV
Relative energy (zero: lowest compared OMol25 entry of this formula, charge and spin) = 1.103 eV
Net charge = +1

One molecule with the formula C4H5Br2NO, computed with ωB97M-V/def2-TZVPD.

Geometry as XYZ:
```
13
Properties=species:S:1:pos:R:3:forces:R:3:nbo_charge:R:1
H 0.49911 -0.86135 2.33512 0.943 0.509 2.483 0.186
N -0.43338 0.79323 -1.04492 -0.237 0.162 -0.192 -0.748
C 0.53300 -0.14304 -1.11751 1.541 -2.115 1.307 0.718
H -0.79558 -1.37326 1.25603 -2.493 -1.152 0.048 0.178
H -0.23554 1.30519 -1.90105 -1.193 0.986 0.129 0.431
O 1.15205 -0.28351 -2.15705 -0.246 -0.154 0.788 -0.604
C -1.21119 1.10727 0.04519 -0.409 0.016 0.062 -0.005
H 1.49146 -1.77765 -0.15344 -1.320 -0.630 0.210 0.273
H 1.90673 -0.43599 0.37237 0.685 1.359 0.858 0.250
Br -3.15250 0.69222 -0.11556 1.410 0.289 0.201 0.051
Br -0.81585 2.80038 0.84359 -0.319 -0.356 -0.102 0.092
C 0.94900 -0.88748 0.23925 1.676 0.296 -3.327 -0.619
C 0.11268 -0.93600 1.39798 -0.039 0.789 -2.466 -0.204
```
Positions in Å, forces in eV/Å.

Calculated values
LUMO energy (spin up / spin down) = -0.0462 / -0.0156 hartree
Electronic energy = -5433.30483 hartree
HOMO energy (spin up / spin down) = -0.325 / -0.335 Eh
HOMO-LUMO gap (spin up / spin down) = 7.59 / 8.68 eV
Relative energy (zero: lowest compared OMol25 entry of this formula, charge and spin) = 2.892 eV
Net charge = 0

A 2-piece molecular cluster, C4H5BrF3NO overall, computed with ωB97M-V/def2-TZVPD.

Geometry as XYZ:
```
15
Properties=species:S:1:pos:R:3:forces:R:3:nbo_charge:R:1
N 0.34486 -0.25562 -0.58458 -2.215 -3.230 0.409 -0.654
H -2.40520 -0.09395 -0.63008 -0.460 0.205 0.014 0.250
Br 2.76204 -1.36427 0.13365 0.253 -0.677 0.003 0.110
H -2.42376 0.23179 -2.42930 1.221 0.340 1.311 0.263
C 0.78266 0.20383 2.19390 0.445 -0.313 -2.158 0.871
F 1.10794 -0.95066 2.80738 -0.140 0.488 -0.158 -0.346
C -1.79315 -0.05425 -1.52935 -2.347 -2.594 -0.742 -0.718
H -0.12846 -1.18417 -0.33992 1.450 1.769 -0.278 0.410
H 2.04439 0.89921 -0.23449 -0.282 0.947 -0.160 0.236
H -1.54065 -1.14147 -1.68094 -0.343 0.914 -0.109 0.218
C 1.51147 0.01270 0.00297 -0.146 0.503 3.565 -0.071
O -0.21229 1.68620 -1.54307 0.337 2.355 -0.084 -0.545
F 1.08803 1.21786 3.02889 -0.344 -0.591 -0.707 -0.334
F -0.57692 0.17610 1.98091 0.959 0.228 0.395 -0.369
C -0.56096 0.61670 -1.17596 1.609 -0.343 -1.298 0.679
```
Positions in Å, forces in eV/Å.

Calculated values
LUMO energy (spin up / spin down) = -0.0027 / -0.0027 hartree
Electronic energy = -3158.95133 hartree
HOMO energy (spin up / spin down) = -0.334 / -0.334 Eh
HOMO-LUMO gap (spin up / spin down) = 9.01 / 9.01 eV
Relative energy (zero: lowest compared OMol25 entry of this formula, charge and spin) = 0.000 eV
Net charge = 0

C4H5BrFIO2 as an isolated structure, computed with ωB97M-V/def2-TZVPD.

Geometry as XYZ:
```
14
Properties=species:S:1:pos:R:3:forces:R:3:nbo_charge:R:1
H 1.02281 -2.69027 0.58517 0.232 0.410 -0.191 0.232
C 0.39900 -1.91189 1.02288 -0.124 0.066 -2.287 -0.660
O 0.11357 -0.48001 -1.78631 0.101 -0.672 0.242 -0.541
C -1.08586 2.10558 -1.46330 1.030 -3.813 1.498 -0.011
F -0.84244 2.27053 -2.76070 -0.224 0.497 0.518 -0.346
H -0.57219 -2.01118 0.55916 -0.240 0.278 -0.523 0.236
H 0.19707 -2.18943 1.97680 -0.348 -0.885 3.110 0.219
O 0.14627 0.48658 0.28874 0.471 -0.686 2.034 -0.491
Br -2.98565 1.58575 -1.13803 0.756 0.607 -0.331 0.001
C 0.92436 -0.50650 1.02059 4.015 0.325 -0.517 -0.086
C -0.11769 0.28748 -0.92974 -1.598 4.037 -2.727 0.887
I -0.37158 3.60849 -0.07971 -0.360 -0.164 -0.843 0.151
H 1.08927 -0.12633 2.02516 -0.951 0.319 0.045 0.212
H 2.08304 -0.42882 0.67930 -2.760 -0.319 -0.027 0.195
```
Positions in Å, forces in eV/Å.

Calculated values
LUMO energy = -0.0093 hartree
Electronic energy = -3277.36790 hartree
HOMO energy = -0.325 Eh
HOMO-LUMO gap = 8.59 eV
Relative energy (zero: lowest compared OMol25 entry of this formula, charge and spin) = 2.333 eV
Net charge = 0

One molecule with the formula C4H5BrN2O, computed with ωB97M-V/def2-TZVPD.

Geometry as XYZ:
```
13
Properties=species:S:1:pos:R:3:forces:R:3:nbo_charge:R:1
C 0.88082 -1.56794 1.30898 0.262 0.562 0.085 -0.505
H 0.44703 -1.90762 2.23580 -0.274 0.040 -0.269 0.230
H -1.29740 1.23513 1.47696 0.083 0.328 1.453 0.250
N 0.25270 0.82002 -1.57373 -4.474 -0.419 3.284 -0.878
H -0.77828 0.88593 -1.90518 2.945 -0.159 -0.404 0.409
C -1.12532 0.94847 0.49045 3.390 -0.235 -0.965 -0.458
Br 2.21858 -0.43715 1.32452 1.020 -0.373 0.661 0.501
C -2.18922 0.70971 -0.33441 -0.644 0.018 -0.182 0.228
H 1.02767 1.13310 -2.09596 0.548 0.682 -0.393 0.404
O 1.25552 1.44730 0.45649 -2.291 0.381 -0.619 -0.656
N -3.01828 0.59929 -1.11758 -1.034 -0.336 -0.847 -0.331
C 0.16624 1.09816 -0.13894 1.304 0.524 -1.438 0.578
H 0.68819 -1.80107 0.29383 -0.833 -1.014 -0.365 0.227
```
Positions in Å, forces in eV/Å.

Calculated values
LUMO energy (spin up / spin down) = -0.0835 / -0.0486 hartree
Electronic energy = -2914.02276 hartree
HOMO energy (spin up / spin down) = -0.299 / -0.325 Eh
HOMO-LUMO gap (spin up / spin down) = 5.86 / 7.53 eV
Relative energy (zero: lowest compared OMol25 entry of this formula, charge and spin) = 4.136 eV
Net charge = 0

A 2-piece molecular cluster, C4H5BrN2O overall, computed with ωB97M-V/def2-TZVPD.

Geometry as XYZ:
```
13
Properties=species:S:1:pos:R:3:forces:R:3:nbo_charge:R:1
H -0.08767 2.15616 0.00025 1.231 -0.522 -0.274 0.222
C 0.16126 -0.15078 -1.66053 1.429 -0.879 1.668 0.213
C 0.69040 -0.53058 -0.45464 -0.108 1.813 3.731 -0.383
C -0.27533 -1.11241 0.60254 2.211 1.086 -3.381 0.651
H -2.05378 -1.16819 -0.63126 1.363 0.420 1.135 0.425
H 1.81769 1.84876 -0.41555 -1.668 0.167 2.031 0.248
H -2.09145 -1.43477 1.07377 -0.322 -0.004 -0.264 0.402
Br 0.91415 1.79669 2.17942 0.634 -0.080 -0.504 0.155
C 0.90673 1.74826 0.30763 -0.400 -1.951 -1.995 -0.437
H 1.74393 -0.72248 -0.29023 -0.202 -0.257 -0.302 0.264
N -1.56786 -1.06758 0.28876 -2.961 -0.443 -0.356 -0.842
O 0.15631 -1.52593 1.62719 0.676 -0.590 2.253 -0.591
N -0.31438 0.16285 -2.62736 -1.883 1.240 -3.742 -0.325
```
Positions in Å, forces in eV/Å.

Calculated values
LUMO energy (spin up / spin down) = -0.0451 / -0.0404 hartree
Electronic energy = -2914.08052 hartree
HOMO energy (spin up / spin down) = -0.332 / -0.334 Eh
HOMO-LUMO gap (spin up / spin down) = 7.80 / 7.99 eV
Relative energy (zero: lowest compared OMol25 entry of this formula, charge and spin) = 2.564 eV
Net charge = 0

One molecule with the formula C4H5BrO2S, computed with ωB97M-V/def2-TZVPD.

Geometry as XYZ:
```
13
Properties=species:S:1:pos:R:3:forces:R:3:nbo_charge:R:1
C 1.01348 -0.05071 0.29928 0.869 0.204 -0.893 0.563
C 0.73990 1.39579 0.66555 -3.132 -2.544 0.283 -0.615
C -1.18103 0.12274 -0.66259 0.445 0.807 2.213 -0.385
H -1.22741 -0.07434 -1.67377 -0.470 -1.020 -1.939 0.234
O -0.00849 -1.92665 -0.67255 2.026 -3.414 -2.986 -0.694
H 0.31171 1.58253 1.63799 -0.619 -0.491 0.364 0.237
H 0.95765 -2.10755 -0.60640 -0.477 -0.039 -0.446 0.494
S -0.40627 1.78466 -0.67842 -0.260 0.105 0.333 0.268
C -0.21496 -0.85631 0.04187 -2.653 1.388 3.526 -0.033
H -0.61231 -1.33418 1.01442 0.001 1.963 -0.510 0.201
Br -2.96676 0.01170 0.09583 -0.011 0.185 -0.110 0.019
H 1.54927 1.96174 0.67334 3.875 2.439 -0.670 0.239
O 2.04521 -0.50944 -0.13455 0.405 0.415 0.836 -0.528
```
Positions in Å, forces in eV/Å.

Calculated values
LUMO energy = 0.0077 hartree
Electronic energy = -3278.05815 hartree
HOMO energy = -0.350 Eh
HOMO-LUMO gap = 9.72 eV
SMILES = O=C1CS[C@H](Br)[C@H]1O
Relative energy (zero: lowest compared OMol25 entry of this formula, charge and spin) = 0.255 eV
Net charge = 0